Record 1
A molecular structure, C2H9NSi in a non-equilibrium geometry. Source: the OMol25 dataset; level of theory: wB97M-V/def2-TZVPD.

```
13
Properties=species:S:1:pos:R:3:forces:R:3:lowdin_charge:R:1
Si -2.034 0.735 -0.164 1.49 -1.51 1.34 0.61
N -1.487 -0.965 -0.043 0.42 -0.76 -0.24 -0.27
C 2.457 0.448 0.375 0.70 1.38 1.43 -0.05
C -0.561 -1.094 -0.949 1.15 -0.33 -0.92 -0.16
H 3.175 -0.198 -0.056 0.89 -0.16 -1.16 0.00
H 2.966 1.307 0.902 -0.40 -1.23 -0.14 0.04
H -0.972 1.433 -0.857 -0.14 0.58 -0.06 -0.07
H -3.272 0.523 -0.745 -1.92 0.45 -1.09 -0.10
H -1.786 -1.769 0.529 -0.04 0.60 0.12 0.09
H 1.955 -0.235 1.030 -0.65 0.15 0.83 0.00
H -2.166 0.981 1.264 -0.23 0.80 0.43 -0.09
H -0.047 -2.091 -1.006 -0.71 0.18 0.40 0.01
H 1.771 0.926 -0.280 -0.54 -0.14 -0.96 -0.01
```
Forces are in eV/Å.

The spin multiplicity is 1. The calculation puts the HOMO energy at -7.8 eV. Its net charge is 0. Its HOMO-LUMO gap is 8.8 eV.

=====

Record 2
2 unconnected molecules or ions with the total composition C2H9NSi in a non-equilibrium geometry. Source: the OMol25 dataset; level of theory: wB97M-V/def2-TZVPD.

```
13
Properties=species:S:1:pos:R:3:forces:R:3:lowdin_charge:R:1
Si 1.448 -1.199 1.014 1.14 0.01 0.39 0.50
N 0.456 -0.436 -0.155 0.98 -0.82 -0.14 -0.19
C -1.180 1.028 -0.911 -0.47 1.88 -1.60 -0.13
C -0.862 -0.109 0.008 -0.59 0.35 -1.39 -0.48
H -2.023 1.733 -0.748 0.44 -0.59 0.58 0.08
H -1.277 -0.058 0.965 -0.43 0.44 1.92 0.08
H 1.763 -2.567 0.512 -0.10 0.12 0.18 -0.09
H -1.513 -0.782 -0.534 -0.20 -1.41 -0.14 0.13
H 2.759 -0.417 1.032 -0.69 -0.42 0.12 -0.08
H 0.956 1.793 -0.894 -0.31 -0.43 0.46 0.18
H 0.876 -1.284 2.412 0.12 0.05 -0.45 -0.09
H -1.322 0.696 -1.986 0.89 0.44 1.18 0.10
H -0.080 1.601 -0.715 -0.78 0.37 -1.11 -0.02
```
Forces are in eV/Å.

The spin multiplicity is 1. The calculation puts the HOMO energy (spin up / spin down) at -8.4 / -9.5 eV. Its net charge is 0. Its HOMO-LUMO gap (spin up / spin down) is 7.4 / 9.0 eV.

=====

Record 3
A single C2H9NSi molecule in a non-equilibrium geometry. Source: the OMol25 dataset; level of theory: wB97M-V/def2-TZVPD.

```
13
Properties=species:S:1:pos:R:3:forces:R:3:lowdin_charge:R:1
Si -0.580 -0.514 0.074 -0.27 -2.18 1.52 0.39
N 0.695 0.636 -0.102 1.99 0.41 1.93 -0.26
C -2.259 0.376 0.018 1.39 0.90 -0.25 -0.26
C 2.413 0.020 -0.004 -6.73 -2.75 1.77 0.01
H -3.180 -0.159 -0.265 0.73 0.22 -0.40 0.02
H -2.481 0.873 0.960 0.10 0.05 0.20 0.00
H -1.879 1.204 -0.670 -1.33 -0.85 0.36 0.03
H -0.310 -1.407 1.385 -0.48 1.01 -0.94 -0.05
H 0.445 1.195 0.800 1.35 -0.64 -1.82 0.06
H -0.543 -1.610 -0.897 0.09 0.05 -0.62 -0.07
H 2.517 -0.160 1.107 0.28 -0.11 -1.55 0.06
H 2.255 -0.913 -0.662 0.97 1.67 1.17 0.08
H 2.891 0.836 -0.351 1.89 2.23 -1.38 -0.01
```
Forces are in eV/Å.

The spin multiplicity is 1. The calculation puts the HOMO energy at -9.3 eV. The SMILES is CN[SiH2]C. Its net charge is 0. Its HOMO-LUMO gap is 10.4 eV.

=====

Record 4
A single C2H9NSi molecule in a non-equilibrium geometry. Source: the OMol25 dataset; level of theory: wB97M-V/def2-TZVPD.

```
13
Properties=species:S:1:pos:R:3:forces:R:3:lowdin_charge:R:1
Si 0.151 -0.075 -1.176 -0.33 -3.35 0.58 0.55
N 1.331 0.225 0.009 -0.29 1.15 0.05 -0.25
C 0.789 0.757 1.253 3.03 -0.04 0.51 -0.19
C -1.342 -0.959 -0.268 1.57 0.88 -3.66 -0.23
H 1.437 1.501 1.820 -0.71 -0.72 -1.04 0.10
H -1.881 -0.232 0.222 -1.31 1.32 1.58 -0.02
H -1.120 -1.834 0.249 0.54 -1.28 1.24 0.00
H -0.315 1.171 -1.662 -0.51 1.00 -0.78 -0.06
H 0.558 -0.027 1.920 -0.09 -1.09 1.11 0.06
H -0.130 1.143 1.028 -2.31 1.71 -0.40 0.01
H 0.642 -1.139 -2.243 -0.25 1.34 0.83 -0.03
H 2.173 -0.267 0.064 1.21 -0.68 0.19 0.04
H -1.929 -1.250 -1.131 -0.55 -0.23 -0.21 0.01
```
Forces are in eV/Å.

The spin multiplicity is 1. The calculation puts the HOMO energy at -8.8 eV. The SMILES is CN[SiH2]C. Its net charge is 0. Its HOMO-LUMO gap is 9.9 eV.

=====

Record 5
2 unconnected molecules or ions with the total composition C2H9O2 in a non-equilibrium geometry. Source: the OMol25 dataset; level of theory: wB97M-V/def2-TZVPD.

```
13
Properties=species:S:1:pos:R:3:forces:R:3:lowdin_charge:R:1
O -1.073 0.125 -0.750 -0.49 -1.28 0.93 0.09
O 0.465 -1.704 -1.479 -0.04 0.31 0.17 0.05
C -0.650 1.023 0.398 0.12 0.42 -0.11 -0.13
C 0.543 0.516 1.152 0.84 1.25 -0.06 -0.06
H -1.523 1.129 1.022 -0.38 -0.30 0.10 0.13
H 0.930 1.387 1.686 -0.04 0.27 -0.02 0.10
H 1.064 -1.881 -0.740 0.08 -0.20 -0.08 0.11
H 0.390 -0.159 1.984 -0.29 -0.76 -0.43 0.09
H 1.022 -1.585 -2.260 -0.05 -0.08 -0.09 0.12
H -0.385 -0.608 -1.128 0.74 0.66 -0.10 0.09
H 1.384 0.296 0.481 -0.27 -0.43 0.24 0.09
H -0.530 2.004 -0.059 0.40 -0.31 -0.22 0.14
H -1.635 -0.544 -0.307 -0.62 0.43 -0.33 0.17
```
Forces are in eV/Å.

The spin multiplicity is 1. The calculation puts the HOMO energy at -17.4 eV. Its net charge is +1. Its HOMO-LUMO gap is 13.8 eV.

=====

Record 6
3 unconnected molecules or ions with the total composition C2H9O3 in a non-equilibrium geometry. Source: the OMol25 dataset; level of theory: wB97M-V/def2-TZVPD.

```
14
Properties=species:S:1:pos:R:3:forces:R:3:lowdin_charge:R:1
O -0.121 -0.285 0.671 -0.61 0.23 -2.03 -0.34
O -1.793 0.286 -1.309 2.11 0.97 1.88 -0.20
O -1.557 0.083 2.844 1.53 -2.03 -2.56 -0.22
C 1.570 0.667 -0.871 -0.63 2.78 -0.31 -0.16
C 0.845 -0.513 -0.291 3.26 -2.51 2.27 -0.51
H -1.217 0.093 -0.363 -0.83 0.18 -1.58 0.06
H 0.934 1.129 -1.691 0.89 -0.10 0.87 0.07
H -2.219 -0.483 2.405 -0.37 0.51 0.68 -0.01
H 1.776 -1.003 0.250 -1.26 0.10 -0.43 0.10
H 1.762 1.433 -0.047 -0.69 -0.73 -0.92 0.08
H -2.449 -0.375 -1.360 -1.08 -1.21 0.04 -0.05
H 0.691 -1.287 -1.102 -0.78 0.75 0.53 0.10
H 2.602 0.506 -1.225 -0.48 -0.61 -0.30 0.05
H -0.824 -0.249 2.088 -1.06 1.67 1.85 0.05
```
Forces are in eV/Å.

The spin multiplicity is 1. The calculation puts the HOMO energy at -4.1 eV. Its net charge is -1. Its HOMO-LUMO gap is 8.3 eV.